Entry 1:
This record from OMol25 describes a 2-piece molecular cluster, C2H5N2O3 overall. The level of theory is ωB97M-V/def2-TZVPD.

Output
* LUMO: -6.13 eV
* net charge: +1
* energy: -11262.575 eV
* F_max: 3.904 eV/A
* energy above the lowest of the compared OMol25 structures with the same formula, charge and spin: 200.9 kcal/mol

The geometry in XYZ format:
```
12
Properties=species:S:1:pos:R:3:forces:R:3:mulliken_charge:R:1
C 0.4841 -2.0070 2.9001 -1.235 3.019 -1.236 -0.110
C -0.5370 0.7696 -1.1378 2.203 -0.376 -0.658 -0.502
N 0.0629 -1.0673 2.3860 1.416 -2.399 2.059 0.460
N 1.0595 -0.4740 -0.0037 0.656 2.502 1.007 0.580
O -0.0857 -0.0232 1.8783 -1.605 3.349 -1.202 -0.636
O 1.5710 -1.3602 0.5473 0.728 -1.036 -1.148 -0.372
O 0.1099 -0.5264 -0.8255 -1.711 -2.426 -1.400 -0.142
H 0.6840 -2.9475 3.1396 0.665 -3.534 1.181 0.485
H -0.4654 1.2998 -0.2184 -0.596 0.895 0.533 0.347
H -1.5055 0.4916 -1.4685 -0.822 -0.020 -0.089 0.261
H 0.0998 1.1748 -1.9384 -0.605 0.235 0.213 0.313
H 1.3088 0.5302 0.1072 0.905 -0.208 0.741 0.317
```
Positions in Å, forces in eV/Å.

Entry 2:
This record from OMol25 describes a 3-piece molecular cluster, C5H11Cl6O4P overall. The level of theory is ωB97M-V/def2-TZVPD.

Output
* structure (SMILES): COP(=O)(OC)OC.ClC(Cl)Cl.ClC(Cl)Cl
* LUMO: 0.49 eV
* energy: -97978.158 eV
* F_max: 3.351 eV/A
* energy above the lowest of the compared OMol25 structures with the same formula, charge and spin: 18.9 kcal/mol

The geometry in XYZ format:
```
27
Properties=species:S:1:pos:R:3:forces:R:3:mulliken_charge:R:1
C -3.3635 2.0912 -1.5266 -0.717 2.829 0.261 -0.731
O -3.0138 0.8317 -1.1255 0.797 -3.255 -0.019 -0.313
P -2.3503 -0.1783 -2.1849 -0.672 0.998 -2.294 1.101
O -1.1266 0.3948 -2.8049 -0.797 -1.127 0.934 -0.676
O -2.3056 -1.6328 -1.5069 0.072 1.441 0.139 -0.280
C -1.2540 -1.9060 -0.5830 1.355 -0.931 0.642 -0.736
O -3.5715 -0.3180 -3.2802 0.896 -0.734 0.565 -0.333
C -3.4795 -1.0332 -4.5461 0.607 0.181 -0.150 -0.717
H -4.4428 2.2303 -1.4638 -0.156 -0.322 -0.478 0.274
H -2.9709 2.4349 -2.4836 -0.033 -0.445 -0.137 0.336
H -3.0040 2.8054 -0.7859 0.365 -0.018 0.092 0.283
H -0.9309 -2.9403 -0.7015 -0.270 -0.067 -0.385 0.312
H -1.4844 -1.8387 0.4802 -0.855 0.433 -0.163 0.313
H -0.3420 -1.3237 -0.7149 -0.267 0.361 -0.494 0.274
H -3.9790 -0.4548 -5.3233 -0.306 0.100 0.392 0.273
H -3.8816 -2.0461 -4.5263 -0.391 0.190 0.569 0.289
H -2.4687 -1.1645 -4.9322 0.368 0.337 0.518 0.324
Cl 1.0133 0.0556 1.4604 -0.182 0.341 -0.507 -0.074
C 1.9110 -0.2748 2.9237 -1.217 -0.799 0.254 0.011
Cl 3.4854 0.4346 2.8594 0.514 -0.075 0.107 -0.112
Cl 1.8628 -2.0674 3.1635 0.483 0.684 0.160 -0.145
H 1.3268 0.1590 3.7353 0.404 -0.113 -0.016 0.294
Cl 6.7469 2.8206 5.3145 -0.039 -0.498 -0.229 -0.129
C 6.8145 1.1308 4.7149 -0.747 0.752 -0.769 0.562
Cl 6.5219 0.0036 5.9680 0.104 -0.797 1.159 -0.111
Cl 8.2955 0.8412 3.8443 0.442 -0.077 -0.100 -0.119
H 5.9910 0.9449 4.0255 0.243 0.609 -0.051 -0.169
```
Positions in Å, forces in eV/Å.

Entry 3:
This record from OMol25 describes C4H6OS as an isolated structure. The level of theory is ωB97M-V/def2-TZVPD.

Output
* LUMO: 0.76 eV
* energy: -17127.172 eV
* F_max: 1.609 eV/A
* energy above the lowest of the compared OMol25 structures with the same formula, charge and spin: 22.1 kcal/mol

The geometry in XYZ format:
```
12
Properties=species:S:1:pos:R:3:forces:R:3:mulliken_charge:R:1
C -1.2265 -1.2286 -1.0441 0.560 -0.131 0.522 -1.117
C -0.6783 -0.5020 0.1843 0.053 -0.993 -0.822 0.183
C 1.0235 0.9561 0.7577 0.807 0.133 0.283 -0.480
C 0.8672 -0.4844 0.2329 -1.210 0.967 0.318 0.144
H -2.1809 -0.8686 -1.4454 0.119 -0.100 0.496 0.335
H -0.4738 -1.1041 -1.8206 -0.103 -0.215 -0.209 0.319
H -1.2647 -2.2756 -0.7342 -0.278 -0.072 -0.567 0.302
H -1.0826 -0.8700 1.1143 -0.283 -0.127 0.369 0.365
H 1.0273 0.9725 1.8649 0.024 0.021 -0.507 0.246
H 1.8700 1.5762 0.3728 -0.768 -0.594 0.169 0.344
O 1.6151 -1.2597 -0.2511 0.908 -0.483 -0.192 -0.496
S -0.6707 1.2626 0.1170 0.173 1.593 0.140 -0.146
```
Positions in Å, forces in eV/Å.

Entry 4:
This record from OMol25 describes the molecule C2H4N3P. The level of theory is ωB97M-V/def2-TZVPD.

Output
* LUMO: 0.51 eV
* energy: -15894.861 eV
* F_max: 2.575 eV/A
* energy above the lowest of the compared OMol25 structures with the same formula, charge and spin: 52.3 kcal/mol

The geometry in XYZ format:
```
10
Properties=species:S:1:pos:R:3:forces:R:3:mulliken_charge:R:1
C -0.2883 0.0923 -1.6534 0.259 -0.812 -0.264 -0.387
C 0.3774 -0.3906 -0.4704 0.300 0.680 -2.085 0.260
N -1.2016 0.9954 -1.4427 0.180 -0.237 0.185 0.448
N -1.8592 1.7102 -0.8882 -0.402 0.423 -0.199 -0.468
N 0.1266 0.1401 0.6321 0.623 -0.344 1.717 -0.471
P 1.0776 -0.4412 1.9927 0.840 1.342 -1.200 -0.109
H -0.0302 -0.3516 -2.5871 -0.477 0.376 -0.692 0.319
H 1.1729 -1.0820 -0.7931 -0.042 -0.241 0.837 0.288
H 0.0873 -1.2137 2.4130 -1.518 -1.868 0.915 0.049
H 0.5374 0.5410 2.7971 0.237 0.680 0.785 0.070
```
Positions in Å, forces in eV/Å.

Entry 5:
This record from OMol25 describes a 4-piece molecular cluster, C18H30N2O12 overall. The level of theory is ωB97M-V/def2-TZVPD.

Output
* structure (SMILES): C[C@H](O)CO[C@@](C#N)(CC#N)CC=O.COC(=O)OC.COC(=O)OC.COC(=O)OC
* LUMO: 0.39 eV
* energy: -46700.884 eV
* F_max: 0.301 eV/A
* energy above the lowest of the compared OMol25 structures with the same formula, charge and spin: 0.0 kcal/mol

The geometry in XYZ format:
```
62
Properties=species:S:1:pos:R:3:forces:R:3:mulliken_charge:R:1
C 0.5944 0.2056 6.2358 0.060 -0.046 0.034 -1.235
C 0.3752 0.0548 4.7361 0.122 -0.091 -0.069 0.614
O 1.4437 0.7615 4.1007 -0.141 0.125 0.005 -0.593
C -0.9878 0.5671 4.2104 -0.012 0.086 -0.145 -0.633
O -1.8599 1.0943 5.2111 0.015 0.009 0.082 -0.529
C -2.9343 0.2792 5.5951 -0.091 -0.056 0.053 0.993
C -2.4768 -1.1087 5.8803 -0.002 0.112 -0.088 -0.094
N -2.1238 -2.1768 6.1020 0.009 -0.114 0.019 -0.510
C -3.4544 0.8529 6.9285 -0.001 0.105 -0.006 -0.497
C -3.7703 2.2763 6.7927 0.046 -0.196 -0.049 0.191
N -4.0396 3.3820 6.6627 -0.059 0.138 0.014 -0.449
C -4.0402 0.2681 4.5139 -0.066 0.070 -0.054 -0.643
C -4.8863 -0.9827 4.4969 0.040 0.021 0.283 -0.013
O -4.9956 -1.6851 3.5351 -0.057 -0.122 -0.269 -0.450
H -0.3342 0.1957 6.8046 0.073 -0.030 -0.066 0.204
H 1.2237 -0.6024 6.6104 0.020 0.085 -0.046 0.310
H 1.1036 1.1530 6.4180 -0.104 -0.006 0.021 0.402
H 0.4672 -1.0018 4.4587 -0.121 0.027 0.053 0.173
H 1.2448 0.8590 3.1625 0.113 -0.173 -0.028 0.251
H -1.4985 -0.2234 3.6499 0.063 0.023 0.051 0.342
H -0.8011 1.3909 3.5159 -0.022 -0.021 0.086 0.464
H -2.6943 0.7256 7.7004 -0.048 -0.002 -0.011 0.426
H -4.3616 0.3256 7.2330 0.101 -0.042 0.036 0.292
H -4.6963 1.1242 4.7067 0.088 0.021 -0.106 0.393
H -3.5924 0.3857 3.5268 -0.018 -0.015 0.080 0.254
H -5.4157 -1.2420 5.4364 0.014 0.054 0.024 0.344
C 1.0887 -3.1294 0.4115 -0.010 -0.072 0.030 -0.662
O 0.9821 -1.7267 0.6859 0.004 0.039 0.001 -0.240
C 1.3057 -0.9379 -0.3356 -0.047 0.031 -0.015 0.718
O 1.6622 -1.3017 -1.4274 0.000 -0.045 0.059 -0.577
O 1.1632 0.3287 0.0490 0.009 0.015 0.083 -0.240
C 1.4885 1.2913 -0.9639 -0.024 0.127 -0.079 -0.637
H 0.7945 -3.6302 1.3284 -0.003 0.025 0.006 0.198
H 0.4222 -3.4097 -0.4017 0.017 0.014 -0.017 0.300
H 2.1130 -3.3895 0.1522 -0.004 0.014 -0.024 0.306
H 0.8433 1.1681 -1.8312 0.020 -0.015 -0.008 0.264
H 2.5309 1.1908 -1.2602 -0.007 -0.027 -0.015 0.309
H 1.3202 2.2658 -0.5167 -0.010 -0.032 0.050 0.238
C -2.6329 4.1911 -4.4005 -0.053 0.040 0.024 -0.638
O -1.4099 3.6077 -3.9373 0.024 -0.023 -0.007 -0.305
C -0.7554 2.9042 -4.8616 -0.011 0.010 0.008 0.753
O -1.1059 2.7349 -5.9993 0.012 0.006 0.027 -0.542
O 0.3564 2.4199 -4.3061 0.012 -0.028 0.030 -0.249
C 1.1613 1.6280 -5.1895 0.061 -0.042 0.005 -0.716
H -3.0443 4.7239 -3.5489 0.023 -0.010 0.009 0.214
H -2.4404 4.8811 -5.2197 0.004 -0.023 -0.017 0.298
H -3.3235 3.4179 -4.7313 0.016 -0.003 -0.024 0.297
H 1.4915 2.2214 -6.0395 -0.030 -0.004 -0.013 0.381
H 0.6039 0.7626 -5.5430 -0.017 0.020 -0.023 0.339
H 2.0160 1.3086 -4.6000 -0.014 0.013 0.017 0.175
C 4.8836 -2.8499 -8.3542 0.042 -0.007 -0.053 -0.630
O 4.9942 -2.5397 -6.9621 -0.017 -0.003 0.028 -0.326
C 3.8305 -2.5286 -6.3090 0.004 0.029 -0.022 0.779
O 2.7513 -2.7481 -6.7966 0.021 0.000 0.016 -0.545
O 4.0673 -2.2283 -5.0353 0.007 -0.017 -0.023 -0.298
C 2.8967 -2.1923 -4.2073 -0.020 0.027 0.089 -0.461
H 5.8971 -2.8208 -8.7424 0.003 0.006 0.026 0.216
H 4.4556 -3.8409 -8.4929 -0.027 0.011 0.006 0.292
H 4.2643 -2.1135 -8.8630 -0.024 -0.013 0.011 0.294
H 2.4109 -3.1660 -4.1914 -0.013 0.004 -0.030 0.318
H 2.1945 -1.4452 -4.5722 -0.015 -0.024 -0.019 0.149
H 3.2327 -1.9261 -3.2122 0.042 -0.003 -0.034 0.223
```
Positions in Å, forces in eV/Å.

Entry 6:
This record from OMol25 describes a 3-piece molecular cluster, C2H7NO4 overall. The level of theory is ωB97M-V/def2-TZVPD.

Output
* structure (SMILES): N=C=O.CO.OO
* LUMO: 0.59 eV
* energy: -11864.475 eV
* F_max: 1.309 eV/A
* energy above the lowest of the compared OMol25 structures with the same formula, charge and spin: 89.1 kcal/mol

The geometry in XYZ format:
```
14
Properties=species:S:1:pos:R:3:forces:R:3:mulliken_charge:R:1
N 1.5285 -1.3489 1.1354 0.951 0.314 0.626 -0.512
C 0.4666 -1.7886 0.8177 0.214 0.188 0.293 0.722
O -0.6162 -2.1905 0.7604 -1.139 -0.531 -0.367 -0.489
H 2.3571 -1.1544 0.6184 0.059 -0.059 -0.345 0.306
C -0.7606 1.6956 0.4404 -0.441 -0.015 0.163 -0.556
O 0.5352 1.4928 -0.0890 0.147 0.057 -0.463 -0.537
H -0.9572 1.0119 1.2771 -0.053 0.109 -0.151 0.261
H -0.8928 2.7291 0.7780 -0.036 -0.104 -0.040 0.303
H -1.4661 1.4868 -0.3687 0.083 0.036 0.207 0.230
H 1.1773 1.6117 0.6077 0.238 -0.020 0.216 0.291
O 0.3979 -0.8753 -1.5976 0.719 -0.135 -0.003 -0.411
O -0.9751 -1.0451 -1.8724 -0.791 0.118 -0.294 -0.337
H 0.4765 0.0560 -1.3096 -0.279 -0.152 0.110 0.385
H -1.2712 -1.6810 -1.1978 0.326 0.194 0.046 0.345
```
Positions in Å, forces in eV/Å.